i:
Molecular formula: C2H6N4O2
Method: DFT, ωB97M-V/def2-TZVPD

Last column: Mulliken charge in e.
Positions of all 14 atoms, in Å:
C  -1.75  0.28  -0.08  0.67
C  1.32  -0.18  0.08  0.65
N  -2.85  0.01  -0.82  -0.37
N  2.29  -1.14  0.25  -0.46
N  1.47  0.99  0.77  -0.48
O  -0.67  0.49  -0.90  -0.29
N  0.38  -0.48  -0.73  -0.56
O  -1.73  0.36  1.12  -0.58
H  -2.78  -0.01  -1.83  0.22
H  -3.75  -0.05  -0.38  0.22
H  3.23  -0.83  0.45  0.22
H  2.22  -1.90  -0.41  0.26
H  0.62  1.53  0.85  0.27
H  2.01  0.94  1.63  0.23

Values from the calculation:
Kohn-Sham gap: 9.957 eV
HOMO level: -0.3315 Eh
E_LUMO: 0.94 eV

ii:
Molecular formula: C2H6N4O2
Method: DFT, ωB97M-V/def2-TZVPD

Last column: Mulliken charge in e.
Positions of all 14 atoms, in Å:
C  1.10  -0.26  0.71  0.42
C  -0.86  0.44  -0.31  0.65
H  2.51  1.32  0.51  0.27
H  3.36  -0.11  0.99  0.28
H  -0.48  -1.43  0.67  0.46
H  -0.57  -0.22  1.47  0.42
H  -0.49  0.66  -2.36  0.35
H  -2.65  -0.59  -0.83  0.40
N  2.38  0.33  0.94  -0.45
N  0.59  -1.44  0.88  -0.74
N  -1.40  -0.21  0.74  -0.99
N  -1.36  0.75  -1.57  -0.25
O  0.50  0.91  -0.06  -0.41
O  -2.63  -0.15  -1.77  -0.41

Values from the calculation:
Kohn-Sham gap: 9.817 eV
HOMO level: -0.3493 Eh
E_LUMO: 0.31 eV

Which structure loses on stability? ii does.